[1]
Density functional theory data (ωB97M-V with the def2-TZVPD basis set) for an isolated molecule of C5H8O2.

Cartesian coordinates (Å):
C1 0.6051 1.2301 -0.2524
O1 1.7472 0.3452 -0.3123
C2 1.7956 -0.8451 0.2855
C3 -0.6408 -0.7535 -1.1130
C4 -0.6086 0.3462 -0.0370
C5 -0.3461 -0.2782 1.3214
O2 0.8311 -1.1017 1.1684
H1 0.5848 1.7788 -1.1980
H2 0.7596 1.9456 0.5639
H3 0.2904 -1.3302 -1.1248
H4 -1.4386 -1.4741 -0.9201
H5 -0.7447 -0.3276 -2.1131
H6 -1.5355 0.9333 -0.0332
H7 -0.1502 0.4676 2.1012
H8 -1.1493 -0.9364 1.6633

Computed properties:
* gap between HOMO and LUMO: 9.62 eV
* E: -345.70857 hartree
* HOMO level: -8.86 eV

[2]
Density functional theory data (ωB97M-V with the def2-TZVPD basis set) for an isolated molecule of C5H8O2 at a distorted geometry.

Cartesian coordinates (Å):
C1 0.4385 0.7367 1.3510
C2 -0.5787 0.2683 0.6253
C3 -0.1123 -0.4671 -0.5312
C4 -1.9458 0.2962 1.0910
C5 0.9665 0.2815 -1.3254
O1 0.1383 -1.8162 -0.4595
O2 2.2157 0.2897 -0.5396
H1 1.4295 1.1088 1.1893
H2 -2.4812 0.2429 0.1133
H3 -2.2452 1.2298 1.6503
H4 -2.1640 -0.6140 1.7603
H5 0.6717 1.3354 -1.5681
H6 1.1694 -0.3836 -2.2160
H7 -0.4856 -2.4110 -0.0884
H8 2.9831 -0.0974 -1.0523

Computed properties:
* gap between HOMO and LUMO (alpha / beta): 8.50 / 8.14 eV
* E: -345.59596 hartree
* HOMO level (alpha / beta): -8.10 / -7.66 eV

Q: Which of these has the lowest E?
A: number 1

Q: The highest E belongs to which entry?
A: number 2

What did the second record say?
Density functional theory data (ωB97M-V with the def2-TZVPD basis set) for an isolated molecule of C5H8O2 at a distorted geometry.

Cartesian coordinates (Å):
C1 0.4385 0.7367 1.3510
C2 -0.5787 0.2683 0.6253
C3 -0.1123 -0.4671 -0.5312
C4 -1.9458 0.2962 1.0910
C5 0.9665 0.2815 -1.3254
O1 0.1383 -1.8162 -0.4595
O2 2.2157 0.2897 -0.5396
H1 1.4295 1.1088 1.1893
H2 -2.4812 0.2429 0.1133
H3 -2.2452 1.2298 1.6503
H4 -2.1640 -0.6140 1.7603
H5 0.6717 1.3354 -1.5681
H6 1.1694 -0.3836 -2.2160
H7 -0.4856 -2.4110 -0.0884
H8 2.9831 -0.0974 -1.0523

Computed properties:
* gap between HOMO and LUMO (alpha / beta): 8.50 / 8.14 eV
* E: -345.59596 hartree
* HOMO level (alpha / beta): -8.10 / -7.66 eV